Entry 1:
122
Properties=species:S:1:pos:R:3 method="wB97M-V/def2-TZVPD" spin_multiplicity=2 homo_energy_ev="-3.394 / -8.302" total_charge=0
Ca 1.23 2.49 -4.09
O -2.97 3.56 0.77
O -5.30 -1.55 -2.68
O 1.27 3.52 7.17
O 1.10 2.43 2.54
O 2.42 -4.99 5.71
O 2.99 -2.03 -3.71
O -0.34 -3.47 2.77
O -4.97 -4.35 -5.25
O 1.78 0.54 -2.76
O 3.27 1.46 -4.95
O 0.41 4.28 -2.61
O -0.09 1.47 -2.36
N 0.80 4.58 4.55
N -0.23 -5.58 4.68
N 3.08 3.65 -3.17
N -3.28 -2.15 -4.61
C 4.38 2.14 -4.43
C -0.73 -4.81 2.37
C 2.21 3.35 8.24
C -4.00 -0.97 -2.64
C -0.01 -5.84 3.24
C -3.64 -4.59 -4.89
C -0.09 -2.56 1.69
C -0.74 5.15 -2.74
C 2.74 3.96 -1.76
C 3.77 -4.78 5.35
C -2.72 -3.38 -5.20
C -5.90 -5.35 -4.78
C 1.97 1.94 1.48
C 3.45 1.00 -6.31
C 0.41 -0.49 -1.09
C 0.97 4.93 6.95
C -0.10 4.39 3.43
C 0.59 3.75 2.28
C 4.20 2.71 -3.04
C -2.39 2.45 0.11
C 0.53 -6.49 5.54
C -6.27 -0.63 -2.30
C 2.11 -6.39 5.54
C 4.03 -1.94 -2.75
C -3.18 2.15 -1.09
C 0.06 5.01 5.73
C 1.50 4.87 -1.81
C 0.70 0.55 -2.16
C -2.30 1.25 1.09
C -3.01 -1.98 -3.20
H -1.53 4.61 -3.27
H -0.39 -1.21 -1.24
H -1.40 2.71 -0.27
H 4.20 1.57 -6.86
H -0.78 -2.65 0.85
H -3.65 -0.83 -1.62
H 0.45 5.36 7.81
H 1.28 3.73 4.79
H -2.00 -1.57 -3.05
H 3.20 3.70 7.96
H 3.63 -0.07 -6.36
H 0.06 -4.65 4.94
H 2.36 -1.32 -3.56
H 0.35 0.03 -0.13
H -0.02 3.81 1.38
H -0.81 4.36 5.82
H 2.47 3.08 -1.17
H -1.94 1.55 2.08
H 0.22 -6.33 6.58
H 2.53 1.11 -6.88
H 1.89 3.78 9.19
H -5.75 -5.51 -3.71
H 4.06 1.93 -2.30
H 3.83 -4.73 4.26
H -3.19 -5.47 -5.36
H 1.29 -1.12 -0.95
H 2.19 0.88 1.63
H -3.04 -2.88 -2.58
H -3.93 -0.03 -3.18
H 0.81 -2.95 1.21
H -0.44 5.36 3.07
H -0.50 6.08 -3.26
H 1.87 5.52 6.77
H -4.14 1.74 -0.81
H -0.43 -6.81 2.96
H -0.98 3.77 3.61
H -3.26 0.74 1.18
H 0.05 -1.55 2.07
H -4.27 -2.20 -4.81
H 5.24 1.47 -4.43
H -3.39 3.08 -1.63
H 1.47 4.35 2.02
H 1.15 4.99 -0.79
H -1.81 -4.96 2.45
H 2.21 2.27 8.36
H 4.62 -2.87 -2.73
H -7.19 -1.18 -2.47
H 5.14 3.19 -2.79
H -1.69 -3.51 -4.88
H 2.62 -7.07 6.23
H -6.93 -5.05 -4.98
H -0.27 6.01 5.43
H 3.48 -1.80 -1.83
H 2.30 -6.74 4.53
H 4.61 2.97 -5.09
H -2.76 -3.23 -6.28
H -6.27 -0.51 -1.22
H 0.29 -7.51 5.24
H 4.48 -5.56 5.63
H 1.69 5.88 -2.16
H 2.95 2.43 1.47
H 4.11 -3.81 5.72
H -6.22 0.31 -2.84
H -5.75 -6.25 -5.37
H 1.58 2.11 0.47
H -2.48 4.34 0.51
H 1.04 -5.81 2.97
H -2.74 1.43 -1.78
H 3.40 4.56 -3.48
H -0.57 -4.99 1.31
H 4.70 -1.09 -2.86
H -1.22 5.47 -1.81
H -3.57 -4.78 -3.82
H -1.72 0.48 0.59
H 3.51 4.57 -1.29

***

Entry 2:
142
Properties=species:S:1:pos:R:3 method="wB97M-V/def2-TZVPD" spin_multiplicity=5 homo_energy_ev="-3.768 / -7.085" total_charge=-1
Cr 0.58 -1.41 -2.66
S -0.53 0.96 -0.53
S 0.21 -1.01 0.59
P -2.14 -3.66 -2.58
P 3.43 0.36 -3.68
P -3.34 4.06 1.16
P -0.51 -6.31 4.09
P 3.03 6.33 1.26
F -0.18 1.69 -1.88
F -0.61 -0.33 -3.83
F 2.05 -2.66 -2.20
F 0.15 -2.53 0.10
O -2.04 -6.79 4.15
O -2.50 -4.24 -4.05
O -3.02 4.21 2.79
O 4.39 0.43 -2.36
O -1.98 0.96 -0.52
O 3.25 7.10 2.55
O 0.29 -7.65 3.68
O -0.97 -0.92 1.38
O -2.04 -4.96 -1.59
O 3.58 1.89 -4.28
O 2.07 0.06 -3.23
O -3.51 -2.86 -2.17
O 1.61 6.70 0.59
O -2.31 3.45 0.31
O -0.97 -2.78 -2.43
O 1.56 -0.99 1.23
O 4.05 6.44 -0.05
O -0.50 -5.36 2.76
O 3.00 4.78 1.53
O 4.13 -0.59 -4.78
O -3.60 5.68 0.91
O -4.82 3.39 1.18
O 0.05 -5.85 5.43
O 0.29 1.74 0.40
N 0.11 -0.39 -1.03
C -4.82 2.02 0.93
C 1.94 3.24 -3.02
C -0.77 -5.66 -1.45
C 1.34 -3.79 3.07
C -3.77 -6.19 5.73
C -0.84 -6.91 -2.46
C -3.80 -5.28 -5.82
C 1.63 -7.76 4.04
C 4.52 -0.61 -1.51
C 4.01 8.59 -0.71
C -3.30 -2.36 0.32
C 0.44 6.36 1.38
C -4.93 7.72 0.84
C 4.32 3.37 0.07
C 2.55 2.91 -4.30
C -4.57 6.42 1.57
C -2.63 3.12 4.93
C -3.65 -1.91 -1.11
C -6.06 1.38 1.68
C -3.07 -5.90 4.41
C 5.82 -0.24 -0.69
C 5.84 -0.95 -6.47
C -3.71 -4.76 -4.36
C -2.30 3.16 3.45
C 4.90 0.08 -5.88
C 4.92 7.57 -0.05
C 2.88 3.90 0.37
C -0.59 7.28 0.68
C 2.26 -9.14 3.60
C 0.74 -4.88 2.25
H 4.48 9.56 -0.88
H 1.74 -9.93 4.15
H 2.79 3.86 -4.79
H -2.96 -6.36 6.43
H 3.26 -9.16 4.03
H -5.24 7.46 -0.17
H -5.45 5.85 1.28
H 3.72 -0.71 -0.77
H 2.24 3.04 0.50
H -0.89 -6.54 -3.49
H 2.36 -9.35 2.53
H -2.41 2.16 3.04
H -2.66 -4.89 4.53
H 6.50 -1.08 -0.87
H -4.90 1.83 -0.15
H 1.18 -5.88 2.17
H -4.16 -7.21 5.67
H -3.34 -0.90 -1.38
H 1.73 2.63 -4.97
H -1.29 3.54 3.35
H -6.15 0.30 1.72
H 0.55 -4.47 1.26
H 2.33 4.34 -0.47
H 3.18 8.81 -0.04
H -1.76 -7.38 -2.09
H -3.32 -6.26 -5.77
H -2.25 -2.65 0.33
H 5.70 -0.20 0.39
H 3.59 8.18 -1.63
H 4.28 2.50 -0.58
H 6.44 -1.46 -5.72
H -4.49 -4.03 -4.14
H -4.01 1.49 1.41
H -3.86 -3.29 0.36
H 0.02 -7.56 -2.34
H -4.05 8.33 0.65
H 1.00 3.78 -3.08
H 1.64 -7.63 5.12
H 6.54 -0.49 -7.18
H -3.71 -5.62 -3.69
H 6.36 0.64 -1.04
H 4.86 4.16 -0.45
H -3.65 -5.86 3.48
H -1.45 7.35 1.36
H -4.79 -5.24 -6.27
H -0.09 8.21 0.43
H 4.57 -1.55 -2.05
H 4.86 3.08 0.97
H 4.18 0.53 -6.58
H -3.70 2.92 4.95
H -3.74 -1.80 1.15
H 1.84 2.47 -2.25
H -0.73 -6.08 -0.45
H -4.73 -1.74 -1.09
H -4.53 -5.49 6.08
H 0.52 6.49 2.46
H 0.60 -3.01 3.24
H 0.17 -5.11 -1.47
H 0.20 5.33 1.13
H -4.35 6.44 2.64
H 2.25 -3.38 2.65
H 5.69 7.39 -0.80
H -3.04 -4.65 -6.29
H -2.04 2.34 5.40
H 5.56 0.87 -5.54
H 2.24 -6.88 3.86
H -2.27 3.93 5.57
H -6.96 1.64 1.12
H -6.10 1.69 2.73
H 5.25 -1.80 -6.82
H 1.57 -4.22 4.05
H 2.61 3.95 -2.53
H -0.98 6.84 -0.23
H -5.61 8.41 1.34
H 5.46 7.81 0.86

***

Entry 3:
120
Properties=species:S:1:pos:R:3 method="wB97M-V/def2-TZVPD" spin_multiplicity=1 smiles=COCCNCCOC.COCCNCCOC.COCCNCCOC.COCCNCCOC.COCCNCCOC homo_energy_ev=-8.482 total_charge=0
O -3.30 2.67 8.91
O 3.91 -2.65 4.54
O 1.27 3.29 6.47
O -5.71 -9.55 0.96
O -4.24 -5.38 -2.55
O 0.83 0.80 -0.83
O 2.37 -7.37 2.37
O 0.94 9.49 -7.59
O 0.86 6.37 -12.32
O 2.87 4.29 -1.72
N -0.97 1.15 7.21
N -5.23 -6.89 -0.05
N 0.15 3.46 -1.36
N 4.51 -6.15 3.63
N 2.04 8.28 -10.37
C 1.00 3.89 -0.23
C 0.64 5.20 -13.10
C 1.10 -7.22 1.92
C -4.46 2.35 9.62
C 1.90 4.89 -0.84
C -2.13 1.90 9.28
C 4.65 -3.76 4.12
C 0.35 2.63 5.62
C 0.02 1.14 6.15
C 2.49 -7.56 3.75
C 3.89 3.33 -1.27
C 1.43 -0.16 0.00
C 2.04 7.11 -12.63
C -6.80 -8.64 1.02
C 2.21 9.03 -8.00
C -5.83 -6.80 -1.45
C -0.79 1.98 8.41
C 3.95 -7.37 4.16
C -0.34 1.24 -0.30
C 1.68 4.56 6.06
C 0.55 9.30 -6.25
C -0.89 2.41 -1.04
C -6.29 -10.84 1.18
C -2.94 -5.12 -2.07
C 2.60 9.29 -9.50
C -6.19 -7.22 1.02
C 3.86 -5.06 4.36
C 2.24 8.48 -11.87
C 4.54 -1.37 4.39
C -4.67 -6.70 -2.49
H -6.71 -11.32 0.30
H 0.68 -0.75 0.53
H 0.81 5.19 5.89
H 4.49 3.78 -0.47
H 5.62 -3.70 4.60
H -2.88 -5.16 -0.98
H -0.50 9.06 -6.12
H 2.47 5.60 -0.24
H 1.81 -6.91 4.29
H 2.25 7.96 -7.79
H 0.31 4.41 0.44
H -1.59 2.95 -0.41
H -7.10 -6.62 0.98
H -1.76 2.10 10.29
H 1.05 8.17 -10.20
H 0.45 -8.09 2.00
H -4.72 -7.76 -0.10
H 3.76 -5.26 5.42
H -1.40 2.18 -1.98
H 1.51 3.08 0.30
H -6.59 -6.04 -1.63
H 3.78 -0.63 4.16
H 4.61 3.07 -2.04
H -0.17 1.52 0.74
H 2.22 0.19 0.67
H -2.39 0.87 9.49
H 1.15 4.28 -12.82
H 1.05 8.49 -5.73
H 5.15 -1.26 3.49
H -7.04 -10.87 1.96
H 4.04 -7.47 5.24
H 2.44 10.28 -9.92
H -6.35 -7.73 -1.71
H -7.37 -8.93 0.13
H -0.52 3.27 5.72
H 2.93 6.48 -12.50
H -3.79 -7.34 -2.37
H 2.96 9.46 -7.33
H 4.67 -8.10 3.78
H -5.20 3.13 9.44
H 1.60 9.27 -12.26
H 2.07 7.26 -13.71
H 2.81 -4.98 4.07
H -2.14 -5.75 -2.46
H 3.68 9.18 -9.59
H 2.01 4.56 5.02
H -4.41 2.28 10.71
H 3.28 8.77 -12.01
H -7.52 -8.71 1.83
H -0.44 5.07 -13.18
H -4.95 -6.87 -3.53
H 2.07 -8.49 4.11
H -5.70 -7.06 1.97
H 3.47 2.47 -0.76
H -0.91 0.22 7.59
H 4.03 -6.25 2.75
H 2.27 5.14 6.76
H -4.84 1.43 9.18
H 0.80 2.54 4.63
H 0.81 -6.26 2.35
H 1.32 5.69 -1.30
H -2.76 -4.08 -2.34
H -0.20 0.44 5.35
H 0.51 10.21 -5.64
H 4.84 -3.86 3.05
H -5.48 -11.49 1.50
H 0.85 2.91 -1.85
H -0.59 3.02 8.12
H 1.94 -0.89 -0.63
H 1.26 -7.11 0.85
H -1.07 0.44 -0.20
H 5.09 -1.10 5.30
H 0.10 1.61 8.92
H 0.89 0.75 6.69
H 1.10 5.37 -14.07

***

Total energy values (in a.u.) by entry order: -2987.325530 -6996.115696 -2213.745291.